{
  "formula": "C62H39Cl4CoN4Si",
  "method": "ωB97M-V with the def2-TZVPD basis set",
  "elements": ["Co", "Cl", "C", "C", "C", "C", "C", "C", "C", "C", "C", "C", "C", "C", "C", "C", "C", "C", "Cl", "C", "C", "C", "N", "C", "C", "C", "C", "C", "C", "Cl", "C", "C", "C", "C", "C", "C", "N", "C", "C", "C", "C", "C", "N", "C", "C", "C", "C", "Cl", "C", "C", "C", "C", "N", "H", "H", "H", "H", "H", "H", "H", "H", "H", "H", "H", "H", "H", "H", "H", "H", "H", "H", "H", "H", "H", "H", "H", "H", "C", "C", "C", "C", "C", "C", "Si", "C", "C", "C", "C", "C", "C", "C", "C", "C", "C", "C", "C", "H", "H", "H", "H", "H", "H", "H", "H", "H", "H", "H", "H", "H", "H", "H"],
  "positions_angstrom": [[-0.025, -0.088, -1.084], [6.732, -6.643, -0.536], [5.494, -5.437, -0.708], [5.570, -4.520, -1.743], [4.586, -3.551, -1.865], [3.522, -3.482, -0.970], [3.467, -4.427, 0.053], [4.442, -5.402, 0.192], [2.462, -2.436, -1.075], [2.812, -1.099, -1.064], [4.169, -0.619, -0.957], [4.113, 0.721, -1.030], [2.721, 1.067, -1.176], [2.277, 2.367, -1.315], [3.267, 3.481, -1.174], [4.043, 3.933, -2.235], [4.951, 4.969, -2.058], [5.078, 5.551, -0.809], [6.214, 6.848, -0.582], [4.312, 5.119, 0.263], [3.407, 4.086, 0.073], [0.953, 2.702, -1.504], [-0.110, 1.846, -1.402], [-1.220, 2.649, -1.497], [-2.512, 2.245, -1.216], [-3.579, 3.283, -1.078], [-4.175, 3.510, 0.162], [-5.155, 4.480, 0.319], [-5.544, 5.233, -0.777], [-6.769, 6.452, -0.591], [-4.974, 5.022, -2.020], [-3.996, 4.050, -2.162], [-2.838, 0.917, -1.012], [-4.196, 0.460, -0.830], [-4.163, -0.878, -0.904], [-2.784, -1.247, -1.128], [-1.981, -0.141, -1.159], [-2.360, -2.553, -1.286], [-1.025, -2.897, -1.368], [-0.561, -4.231, -1.656], [0.777, -4.205, -1.556], [1.146, -2.847, -1.221], [0.032, -2.051, -1.150], [-3.384, -3.640, -1.336], [-3.395, -4.646, -0.372], [-4.350, -5.653, -0.393], [-5.305, -5.657, -1.395], [-6.501, -6.916, -1.437], [-5.315, -4.673, -2.368], [-4.356, -3.672, -2.331], [-0.837, 4.021, -1.724], [0.506, 4.053, -1.725], [1.935, -0.056, -1.190], [6.386, -4.573, -2.452], [4.630, -2.860, -2.699], [2.655, -4.380, 0.770], [4.393, -6.124, 0.997], [5.043, -1.233, -0.808], [4.928, 1.429, -0.995], [3.939, 3.468, -3.209], [5.557, 5.323, -2.883], [4.422, 5.588, 1.232], [2.793, 3.746, 0.903], [-3.861, 2.918, 1.015], [-5.610, 4.657, 1.285], [-5.300, 5.609, -2.870], [-3.565, 3.869, -3.141], [-5.059, 1.093, -0.697], [-4.990, -1.564, -0.820], [-1.186, -5.065, -1.934], [1.466, -5.013, -1.739], [-2.650, -4.634, 0.417], [-4.357, -6.426, 0.365], [-6.061, -4.697, -3.151], [-4.357, -2.905, -3.097], [-1.509, 4.856, -1.839], [1.151, 4.907, -1.860], [3.318, -2.706, 3.087], [1.973, -3.028, 3.209], [1.004, -2.205, 2.643], [1.357, -1.037, 1.956], [2.716, -0.734, 1.850], [3.688, -1.555, 2.404], [0.086, 0.150, 1.257], [-1.598, -0.311, 1.926], [-2.348, 0.590, 2.687], [-3.594, 0.237, 3.197], [-4.108, -1.030, 2.962], [-3.375, -1.943, 2.214], [-2.136, -1.582, 1.700], [0.541, 1.856, 1.921], [-0.068, 3.024, 1.454], [0.224, 4.270, 1.991], [1.137, 4.380, 3.031], [1.736, 3.234, 3.537], [1.439, 1.989, 2.991], [4.074, -3.350, 3.522], [1.676, -3.922, 3.746], [-0.042, -2.465, 2.767], [3.026, 0.164, 1.327], [4.735, -1.293, 2.302], [-1.952, 1.578, 2.898], [-4.160, 0.953, 3.781], [-5.076, -1.308, 3.362], [-3.774, -2.932, 2.022], [-1.585, -2.297, 1.094], [-0.795, 2.965, 0.656], [-0.265, 5.153, 1.594], [1.370, 5.350, 3.454], [2.436, 3.305, 4.361], [1.909, 1.114, 3.417]],
  "charge": 0,
  "e_tot_ev": -166486.11546,
  "spin_multiplicity": 1,
  "largest_force_ha_per_bohr": 0.0154,
  "mol_weight_g_mol": 1068.85,
  "orbital_gap_ev": 5.9594
}